[1]
115
Properties=species:S:1:pos:R:3 method="wB97M-V/def2-TZVPD" charge=+1 homo_ev="-9.99 / -10.39" orbital_gap_ha="0.245 / 0.260" spin_multiplicity=3 s_squared=2.02 e_above_lowest_kcal_mol=0.00
W -0.02 -0.90 -0.54
C -0.73 -3.59 -3.33
C -0.60 -3.94 -1.88
C -1.02 -5.24 -1.52
C -0.79 -5.75 -0.30
C -0.03 -5.00 0.61
C 0.34 -5.43 1.91
Br -0.21 -7.12 2.54
C 1.05 -4.62 2.73
C 1.45 -3.34 2.29
Br 2.21 -2.17 3.56
C 1.16 -2.90 1.02
O 1.46 -1.71 0.54
C 0.38 -3.73 0.19
N 0.01 -3.15 -1.00
H 0.19 -3.92 -3.82
H -0.83 -2.53 -3.52
H -1.56 -4.13 -3.77
H -1.53 -5.82 -2.28
H -1.16 -6.74 -0.03
H 1.29 -4.94 3.74
S 0.40 -0.50 -2.94
C 2.10 -1.02 -3.06
C 2.54 -1.87 -4.07
C 3.89 -2.23 -4.12
C 4.78 -1.73 -3.18
C 4.34 -0.86 -2.19
C 3.00 -0.51 -2.14
As 2.16 0.63 -0.83
C 2.08 2.33 -1.76
C 2.12 2.42 -3.14
C 2.00 3.66 -3.75
C 1.83 4.81 -2.99
C 1.80 4.72 -1.60
C 1.93 3.48 -0.99
C 3.62 0.98 0.38
C 4.51 2.01 0.14
C 5.56 2.23 1.02
C 5.71 1.43 2.14
C 4.82 0.38 2.37
C 3.78 0.16 1.49
H 1.84 -2.25 -4.81
H 4.24 -2.90 -4.89
H 5.83 -2.01 -3.23
H 5.03 -0.45 -1.47
H 2.27 1.53 -3.74
H 2.04 3.73 -4.83
H 1.73 5.77 -3.47
H 1.68 5.61 -0.99
H 1.93 3.41 0.09
H 4.40 2.65 -0.73
H 6.25 3.04 0.83
H 6.52 1.61 2.83
H 4.94 -0.26 3.24
H 3.10 -0.65 1.64
C -1.16 2.45 -1.82
O -0.63 1.87 -0.64
C -0.78 2.59 0.51
C -1.44 3.80 0.57
C -1.45 4.52 1.76
Br -2.35 6.18 1.80
C -0.83 4.05 2.89
C -0.21 2.80 2.85
C -0.19 2.08 1.67
O 0.45 0.87 1.58
C 0.50 2.32 4.04
N 1.24 3.06 4.81
C 1.74 2.20 5.78
C 2.58 2.48 6.86
C 2.91 1.43 7.70
C 2.42 0.13 7.49
C 1.59 -0.16 6.42
C 1.28 0.90 5.58
N 0.50 0.99 4.43
H -0.77 3.46 -1.96
H -2.25 2.46 -1.78
H -0.82 1.82 -2.64
H -1.94 4.21 -0.29
H -0.81 4.62 3.81
H 0.97 0.71 2.39
H 2.95 3.48 7.03
H 3.56 1.61 8.55
H 2.68 -0.65 8.18
H 1.21 -1.16 6.25
H -0.15 0.28 4.13
Cl -3.78 0.07 3.31
C -2.91 -1.27 2.54
C -1.97 -0.80 1.46
O -2.13 0.23 0.86
O -1.05 -1.63 1.08
H -2.36 -1.81 3.31
H -3.63 -1.95 2.09
Te -2.52 -1.09 -1.70
C -4.39 -0.55 -0.87
C -5.34 -1.56 -0.77
C -6.59 -1.26 -0.25
C -6.88 0.03 0.17
C -5.92 1.03 0.07
C -4.66 0.74 -0.45
C -3.18 -0.87 -3.68
C -3.07 0.36 -4.33
C -3.64 0.51 -5.58
C -4.31 -0.55 -6.18
C -4.40 -1.77 -5.53
C -3.83 -1.94 -4.27
H -5.11 -2.56 -1.10
H -7.34 -2.04 -0.18
H -7.85 0.26 0.59
H -6.14 2.04 0.40
H -3.91 1.51 -0.50
H -2.55 1.18 -3.86
H -3.57 1.46 -6.09
H -4.76 -0.43 -7.16
H -4.92 -2.60 -5.99
H -3.91 -2.89 -3.76

[2]
67
Properties=species:S:1:pos:R:3 method="wB97M-V/def2-TZVPD" charge=+1 homo_ev=-10.93 orbital_gap_ha=0.214 spin_multiplicity=1
C -1.12 -1.20 0.12
C -0.87 0.08 -0.90
C 0.37 1.09 -0.54
N -1.76 0.23 -1.95
C -3.12 0.37 -1.24
C -4.33 -0.73 -1.31
C -5.71 -0.43 -0.43
C -5.74 0.96 0.46
N -4.57 1.94 0.48
C -3.30 1.71 -0.31
H -1.88 -1.99 -0.32
H -0.12 -1.78 0.37
H -1.61 -0.74 1.10
H 1.01 0.60 0.35
H 1.03 1.32 -1.47
H -0.09 2.08 -0.10
H -4.20 -1.69 -1.97
H -6.58 -1.24 -0.45
H -6.68 1.18 1.12
H -4.61 2.82 1.07
H -2.42 2.50 -0.22
C 3.40 -8.34 1.01
O 2.06 -7.90 1.18
C 1.93 -6.93 2.22
C 0.63 -6.15 2.06
O 0.72 -5.10 1.09
C 0.73 -5.52 -0.28
C -0.64 -5.97 -0.77
O -0.90 -7.32 -0.36
C -2.28 -7.64 -0.42
H 3.77 -8.80 1.93
H 3.42 -9.08 0.21
H 4.04 -7.50 0.72
H 2.78 -6.24 2.20
H 1.93 -7.47 3.17
H 0.42 -5.65 3.01
H -0.22 -6.80 1.86
H 1.50 -6.27 -0.45
H 1.02 -4.63 -0.85
H -0.67 -5.95 -1.86
H -1.41 -5.30 -0.37
H -2.84 -7.01 0.28
H -2.40 -8.68 -0.11
H -2.66 -7.52 -1.43
C 0.21 9.05 0.76
O 1.23 8.09 0.53
C 1.31 7.13 1.59
C 2.05 5.87 1.11
O 1.20 4.98 0.36
C 0.88 5.40 -0.97
C 2.05 5.25 -1.94
O 2.95 6.35 -1.81
C 4.23 6.07 -2.36
H 0.41 9.60 1.69
H 0.21 9.75 -0.07
H -0.77 8.57 0.81
H 0.31 6.85 1.93
H 1.87 7.59 2.41
H 2.35 5.30 1.99
H 2.95 6.11 0.55
H 0.47 6.42 -0.98
H 0.08 4.73 -1.30
H 1.68 5.24 -2.97
H 2.57 4.31 -1.74
H 4.70 5.24 -1.82
H 4.86 6.95 -2.24
H 4.14 5.83 -3.43

[3]
99
Properties=species:S:1:pos:R:3 method="wB97M-V/def2-TZVPD" charge=+3 homo_ev=-14.94 orbital_gap_ha=0.229 spin_multiplicity=1 e_above_lowest_kcal_mol=0.00
Ga 0.08 -0.21 0.45
C -2.92 2.66 1.64
C -2.49 2.98 2.91
C -1.28 2.47 3.37
C -0.54 1.65 2.54
N -0.97 1.34 1.29
C -2.13 1.83 0.85
C 0.78 1.09 2.91
C 1.54 1.37 4.03
C 2.82 0.82 4.10
C 3.33 0.05 3.06
C 2.51 -0.18 1.97
N 1.27 0.30 1.96
C 2.87 -0.82 0.68
C 4.12 -1.34 0.41
C 4.42 -1.78 -0.87
C 3.46 -1.66 -1.86
C 2.22 -1.14 -1.53
N 1.91 -0.75 -0.29
H -3.85 3.04 1.24
H -3.08 3.62 3.54
H -0.92 2.72 4.35
H -2.43 1.56 -0.15
H 1.18 2.02 4.81
H 3.44 1.02 4.97
H 4.35 -0.32 3.10
H 4.86 -1.37 1.20
H 5.40 -2.18 -1.09
H 3.65 -1.95 -2.88
H 1.45 -1.05 -2.28
C -1.51 -4.32 7.46
C -1.47 -3.93 6.02
C -2.17 -4.65 5.05
C -2.12 -4.29 3.72
C -1.34 -3.21 3.34
C -0.63 -2.46 4.28
C -0.71 -2.83 5.61
S -1.29 -2.85 1.62
O -0.95 -1.30 1.62
C 0.21 -3.53 1.01
C 1.39 -3.56 1.79
C 2.53 -4.04 1.23
C 2.57 -4.43 -0.14
C 3.77 -4.88 -0.73
C 3.80 -5.24 -2.05
C 2.63 -5.16 -2.84
C 1.44 -4.76 -2.28
C 1.39 -4.39 -0.91
C 0.17 -3.99 -0.30
C -1.13 -4.24 -0.99
C -1.60 -5.58 -0.99
C -0.91 -6.63 -0.32
C -1.40 -7.91 -0.35
C -2.59 -8.21 -1.05
C -3.28 -7.22 -1.69
C -2.81 -5.89 -1.67
C -3.53 -4.85 -2.31
C -3.09 -3.56 -2.27
C -1.88 -3.26 -1.60
S -1.21 -1.62 -1.74
O -0.44 -1.55 -3.00
C -2.69 -0.67 -1.95
C -2.94 -0.09 -3.18
C -4.12 0.63 -3.36
C -5.05 0.76 -2.33
C -6.34 1.49 -2.55
C -4.77 0.16 -1.10
C -3.60 -0.55 -0.90
H -2.36 -4.98 7.67
H -1.58 -3.45 8.11
H -0.60 -4.86 7.73
H -2.78 -5.49 5.35
H -2.69 -4.85 2.98
H -0.06 -1.60 3.97
H -0.18 -2.25 6.35
H 1.36 -3.27 2.83
H 3.44 -4.13 1.82
H 4.67 -4.95 -0.12
H 4.72 -5.59 -2.50
H 2.66 -5.44 -3.88
H 0.55 -4.71 -2.88
H 0.00 -6.43 0.22
H -0.87 -8.70 0.16
H -2.95 -9.23 -1.07
H -4.20 -7.44 -2.22
H -4.44 -5.10 -2.83
H -3.66 -2.79 -2.76
H -2.23 -0.22 -3.99
H -4.32 1.07 -4.33
H -6.22 2.31 -3.25
H -6.74 1.88 -1.62
H -7.08 0.81 -2.97
H -5.49 0.24 -0.30
H -3.41 -1.04 0.05
Cl 0.21 1.47 -1.73
C -0.81 2.68 -2.71
Cl -1.74 3.77 -1.74
H -1.44 2.05 -3.31
H -0.04 3.20 -3.26

[4]
19
Properties=species:S:1:pos:R:3 method="wB97M-V/def2-TZVPD" charge=-1 homo_ev="1.55 / -6.79" orbital_gap_ha="0.101 / 0.407" spin_multiplicity=2 s_squared=0.75 e_above_lowest_kcal_mol=27.22
C -0.79 -2.74 0.64
C -0.63 -1.49 1.55
H -0.05 -3.46 0.99
H -1.83 -3.04 0.63
H -0.34 -2.55 -0.34
H -1.59 -1.08 1.89
H -0.17 -0.60 1.15
H -0.06 -1.73 2.45
C 0.11 1.93 -0.78
C 0.40 1.21 -2.06
C 0.96 1.47 0.41
H -0.98 1.91 -0.58
H -0.03 3.03 -0.70
H 0.21 0.12 -2.03
H -0.18 1.67 -2.88
H 0.81 0.42 0.72
H 0.74 2.20 1.21
H 1.42 1.21 -2.44
H 2.01 1.52 0.17